Entry from OMol25: an isolated ion of composition C47H59N4O2S2 and charge +1 in a non-equilibrium geometry (ωB97M-V with the def2-TZVPD basis set).

Geometry as XYZ:
```
114
Properties=species:S:1:pos:R:3:lowdin_charge:R:1
C -1.74408 -1.23750 -3.06792 -0.0449
C -2.28600 0.17300 -2.85473 -0.5232
C -1.30043 1.22594 -3.37495 -0.0341
C -3.56741 0.27260 -3.70343 -0.0417
C -2.61195 0.49373 -1.36816 -0.0795
C -3.32906 1.68534 -1.18690 -0.0274
C -3.89876 2.00735 0.03021 -0.0465
C -3.83446 1.10117 1.09111 -0.0484
C -3.05908 -0.05890 1.00432 -0.0869
C -2.97475 -1.00703 2.21885 -0.5187
C -3.35594 -2.41922 1.77592 -0.0369
C -3.95713 -0.56877 3.31521 -0.0592
C -1.57267 -1.01032 2.84333 -0.0708
C -2.28684 -0.24080 -0.20133 -0.0594
N -1.05816 -1.04868 -0.16489 0.0369
C 0.22372 -0.60929 -0.12464 -0.1214
C 0.47512 0.81397 0.11146 -0.1395
C 1.94074 1.31419 0.10128 -0.2472
C 2.82102 0.97165 1.13000 -0.0120
C 4.18270 1.22835 0.99323 0.0469
C 4.60791 1.71148 -0.26042 -0.1448
N 5.77638 1.14506 -0.86849 -0.2995
O 5.80509 1.23851 -2.13256 0.0353
O 6.66396 0.56295 -0.21770 0.0673
C 3.72401 2.34695 -1.14768 0.0169
C 2.37318 2.19227 -0.91959 -0.0854
N 1.04033 -1.73322 -0.29508 0.1639
C 2.49589 -1.87734 -0.29459 -0.0857
C 3.20705 -2.33019 0.85429 -0.0805
C 2.68596 -2.86369 2.23552 -0.5179
C 3.28595 -4.26391 2.47429 -0.0303
C 1.18036 -2.98438 2.36013 -0.0435
C 3.17753 -1.94114 3.36029 -0.0356
C 4.62408 -2.29734 0.84107 -0.0269
C 5.32126 -1.96226 -0.30253 -0.0431
C 4.62150 -1.60772 -1.44227 -0.0366
C 3.23230 -1.64808 -1.50766 -0.0527
C 2.64010 -1.50848 -2.95984 -0.5029
C 3.72889 -1.36803 -4.04423 -0.0615
C 1.80690 -0.24447 -3.06101 -0.0430
C 1.85816 -2.75490 -3.35775 -0.0323
C 0.14191 -2.83547 -0.44088 -0.1946
C 0.45002 -4.26462 -0.60768 -0.1502
C 1.74198 -4.85762 -0.67753 -0.0381
C 1.89008 -6.24518 -0.74636 -0.0601
C 0.77634 -7.08055 -0.83903 -0.0551
C -0.50483 -6.51648 -0.82563 -0.0586
C -0.67150 -5.13920 -0.73092 -0.0086
N -1.10387 -2.41295 -0.37632 0.1819
H -2.37660 -1.98943 -2.57896 0.0938
H -1.75992 -1.46490 -4.14752 0.1017
H -0.71192 -1.35424 -2.70505 0.0519
H -1.76544 2.21668 -3.38864 0.0881
H -0.41422 1.29770 -2.73193 0.0563
H -0.98186 0.99002 -4.40080 0.1011
H -3.97906 1.28593 -3.73584 0.0800
H -3.33840 -0.01275 -4.73715 0.0947
H -4.33986 -0.40544 -3.31791 0.1027
H -3.51592 2.37119 -2.01842 0.1204
H -4.48477 2.92610 0.14011 0.1246
H -4.39337 1.38048 1.99175 0.1132
H -2.67602 -2.77514 1.00183 0.0494
H -3.30775 -3.11144 2.62918 0.0969
H -4.36775 -2.40054 1.34915 0.0994
H -3.70112 0.41664 3.73558 0.0838
H -4.97772 -0.53382 2.91334 0.0939
H -3.96732 -1.28679 4.14820 0.1008
H -1.44505 -0.16679 3.55021 0.0241
H -1.40424 -1.94464 3.40554 0.0976
H -0.80107 -0.88750 2.07654 0.0400
H -0.10575 1.30198 -0.75233 0.1148
H 2.43546 0.53549 2.05204 0.1055
H 4.92199 0.96594 1.74981 0.1343
H 4.12125 2.87209 -2.01227 0.1345
H 1.66713 2.73714 -1.56055 0.1130
H 4.37792 -4.23181 2.56815 0.0843
H 2.87372 -4.67908 3.40470 0.1002
H 3.03124 -4.93176 1.64053 0.0751
H 0.67444 -2.06606 2.04576 0.0541
H 0.79600 -3.82587 1.77166 0.0860
H 0.91724 -3.18026 3.41123 0.1048
H 2.77375 -0.93010 3.22936 0.0668
H 2.84528 -2.31945 4.34062 0.1001
H 4.27276 -1.87619 3.38573 0.0839
H 5.21226 -2.52947 1.74123 0.1183
H 6.41146 -1.98531 -0.31922 0.1225
H 5.19774 -1.43273 -2.34952 0.1031
H 4.41148 -2.23039 -4.07416 0.0989
H 3.23337 -1.31090 -5.02592 0.0993
H 4.31015 -0.44606 -3.91343 0.0853
H 1.12541 -0.16966 -2.21107 0.0439
H 2.45792 0.63967 -3.03148 0.0907
H 1.23228 -0.23546 -3.99864 0.0995
H 0.96917 -2.90259 -2.74475 0.0555
H 1.52261 -2.68590 -4.40132 0.1001
H 2.49152 -3.64662 -3.26337 0.0998
H 2.62620 -4.21397 -0.72457 0.1075
H 2.89326 -6.66836 -0.73523 0.1158
H 0.91797 -8.15707 -0.90256 0.1131
H -1.37079 -7.17620 -0.87504 0.1132
H -1.67855 -4.71705 -0.74979 0.1130
C -1.28637 4.62191 2.73083 -0.2681
C -1.72264 3.22838 3.22982 -0.4431
S -0.41772 1.96564 3.07164 0.8816
C -0.44380 1.82548 1.26567 -0.7249
S 0.15886 3.34700 0.64385 0.9441
C -0.88181 4.60538 1.24707 -0.4944
H -2.13524 5.31374 2.81970 0.1158
H -0.46870 5.02960 3.34559 0.1164
H -1.94193 3.23548 4.31347 0.0895
H -2.58897 2.84723 2.67041 0.0607
H -1.45691 1.58326 0.87088 0.0384
H -1.75555 4.57159 0.57151 0.0774
H -0.22956 5.47947 1.01721 0.0911
```

- Orbital gap: 0.2675 hartree
- F_max: 3.482 eV/A
- E: -2991.82428 Eh
- Total charge: +1
- Highest occupied orbital energy: -10.55 eV

***

Entry from OMol25: C20H12BBiF9N6SbSe4 as an isolated structure in a non-equilibrium geometry (ωB97M-V with the def2-TZVPD basis set).

Geometry as XYZ:
```
54
Properties=species:S:1:pos:R:3:lowdin_charge:R:1
Bi -0.47123 -1.49780 -1.49780 1.1792
C -4.51417 0.63930 -0.31449 -0.1292
C -3.59260 -0.23568 -1.12843 -0.2900
N -2.29634 -0.25303 -0.53531 -0.1085
C -1.88393 0.83379 0.13343 -0.2807
C -2.76017 1.86054 0.45923 -0.1391
N -4.08887 1.64470 0.35527 0.0444
C -0.53712 0.75331 0.68352 -0.1987
C 0.13730 1.81130 1.29353 0.0693
C 1.42611 1.61626 1.77617 -0.1427
C 2.02269 0.36097 1.61833 0.0575
C 1.29554 -0.64294 1.00532 -0.2227
N 0.04711 -0.44168 0.58369 0.0141
C 1.76972 -2.00283 0.77401 -0.1870
C 2.90368 -2.57309 1.35296 -0.0687
N 3.24662 -3.83416 1.15297 0.0788
C 2.43349 -4.57694 0.40893 -0.0864
C 1.28298 -4.04503 -0.15380 -0.1712
N 0.99063 -2.76403 -0.00894 -0.0398
C 2.16263 2.68077 2.46560 -0.1578
C 3.53913 2.83644 2.29467 -0.0003
C 4.19779 3.79192 3.04698 -0.1523
N 3.60075 4.58306 3.92767 0.0378
C 2.29110 4.44989 4.07435 -0.1624
C 1.53052 3.52921 3.37671 -0.0093
H -5.55374 0.35559 -0.22329 0.0985
H -3.96478 -1.27225 -1.18828 0.0943
H -2.46939 2.74879 0.99457 0.0791
H -0.31646 2.78743 1.34079 0.1200
H 3.02775 0.18076 1.96025 0.1137
H 3.55137 -1.99794 2.00193 0.1070
H 2.69772 -5.61448 0.26751 0.1123
H 0.57759 -4.65691 -0.69566 0.0047
H 4.06980 2.23554 1.57317 0.1176
H 5.26788 3.93614 2.95537 0.0995
H 1.83105 5.11108 4.80102 0.0976
H 0.46967 3.44828 3.55908 0.1113
Se -1.33967 -7.54101 -1.64586 -0.4425
Sb -1.58229 -5.54507 -2.97954 0.1275
Se 1.02172 -2.75472 -3.42641 -0.1916
Se -1.99141 -3.43953 -1.17168 -0.0980
Se 0.98955 -5.06291 -3.43466 -0.2392
F 0.52368 1.37310 -1.86104 0.0848
B 1.90720 1.19987 -1.91193 -1.3871
F 2.36173 1.36934 -3.19092 0.1446
F 2.50773 2.09468 -1.04607 0.1288
F 2.20585 -0.10021 -1.47606 0.0576
F -2.83862 -0.63707 -3.38570 0.0683
C -3.54569 0.24236 -2.61455 -0.3912
F -2.94092 1.44338 -2.77495 0.1342
C -4.95084 0.36121 -3.24056 -0.5540
F -5.52686 1.52744 -2.93646 0.1563
F -4.93888 0.27655 -4.57827 0.1542
F -5.78407 -0.59373 -2.81635 0.1572
```

- Orbital gap: 0.1930 hartree
- F_max: 2.095 eV/A
- E: -12082.57609 Eh
- Total charge: -2
- Highest occupied orbital energy: -1.88 eV